Here is 4 unconnected molecules or ions with the total composition C25H27INO7P in a non-equilibrium geometry from OMol25. Energies are from ωB97M-V/def2-TZVPD.

Geometry as XYZ:
```
62
Properties=species:S:1:pos:R:3:forces:R:3:mulliken_charge:R:1
C -1.87542 -5.81420 -3.03119 0.315 0.511 0.222 -1.3057
C -0.87723 -4.70093 -2.68489 -1.458 0.186 -0.587 -0.2603
I 0.63031 -4.69136 -4.23167 0.228 0.078 0.441 0.0152
C -1.66585 -3.35518 -2.47623 1.449 -0.198 -0.481 -0.8111
P -1.66045 -2.28420 -3.99727 -0.518 -0.583 -0.960 0.0439
C -0.43266 -0.92304 -3.69398 -0.373 0.203 0.539 -0.6144
C -0.37609 -0.47831 -2.27993 -1.314 1.639 -1.613 -0.1068
O 0.24657 -1.03786 -1.45538 1.655 -1.792 2.176 -0.4918
C -3.33738 -1.47505 -4.12530 0.548 -0.098 0.473 -0.7913
C -4.47093 -2.39510 -3.70339 -0.019 0.639 1.008 -0.4610
N -4.86431 -2.11726 -2.31155 -0.033 -0.097 -0.072 -0.6370
H -2.68084 -5.42485 -3.63738 -0.199 0.070 -0.362 0.2929
H -1.40402 -6.62298 -3.55629 0.092 -0.506 -0.081 0.4504
H -2.29725 -6.16310 -2.09666 -0.246 -0.254 0.180 0.3507
H -0.43547 -4.96006 -1.74290 0.820 -0.012 0.157 0.5096
H -2.67639 -3.65831 -2.24891 -0.296 0.146 0.230 0.3464
H -1.18110 -2.87231 -1.63720 -0.292 0.317 0.278 0.3160
H 0.53460 -1.32439 -3.95333 0.322 -0.182 -0.201 0.3221
H -0.67481 -0.07139 -4.31872 -0.141 -0.009 -0.389 0.3784
H -0.92263 0.43180 -1.97762 -0.381 0.109 -0.265 0.4206
H -3.47222 -1.25076 -5.17302 0.241 0.075 -0.427 0.3995
H -3.41112 -0.53455 -3.59225 -0.141 0.138 0.246 0.4768
H -5.32693 -2.12308 -4.29682 -0.392 -0.273 -0.375 0.4620
H -4.21861 -3.44504 -3.83433 -0.015 -0.240 -0.460 0.1567
H -5.76440 -2.54498 -2.12798 0.061 0.002 0.117 0.2178
H -4.20180 -2.51627 -1.65657 -0.063 0.068 0.041 0.2818
O 1.14619 0.82096 2.15551 0.085 0.002 -0.013 -0.5240
C 2.22131 0.79834 1.59018 0.032 -0.008 -0.047 0.2317
C 2.43849 -0.03376 0.38120 0.052 -0.068 0.071 -0.5031
C 3.61895 -0.05336 -0.23448 -0.033 0.032 0.033 -0.3426
C 4.76286 0.75331 0.25820 0.031 -0.026 -0.070 0.3273
O 5.83732 0.73840 -0.30438 -0.036 0.023 0.026 -0.5623
C 4.54165 1.58441 1.46916 0.005 0.050 0.034 -0.4040
C 3.36342 1.60545 2.08557 0.003 0.078 0.057 -0.3862
H 1.59412 -0.61438 0.03325 0.050 0.085 0.079 0.7314
H 3.79975 -0.65326 -1.11776 0.025 0.000 0.006 0.4559
H 5.38610 2.16711 1.81638 0.011 -0.005 -0.021 0.4630
H 3.18356 2.20692 2.96854 -0.017 0.000 -0.007 0.4898
O 4.40688 5.21271 2.56348 -0.016 -0.050 -0.028 -0.5666
C 3.84594 5.49331 1.52498 0.023 -0.016 0.050 0.4371
C 2.38235 5.73322 1.48083 -0.049 0.003 -0.018 -0.3290
C 1.76705 6.03697 0.34132 -0.011 -0.015 0.051 -0.3778
C 2.51820 6.15009 -0.93447 -0.036 0.019 -0.063 0.3576
O 1.95747 6.42770 -1.97259 0.025 -0.019 0.043 -0.5494
C 3.98268 5.90939 -0.88939 0.045 -0.019 0.024 -0.3776
C 4.59740 5.60563 0.25041 0.019 -0.002 -0.053 -0.3007
H 1.85226 5.64563 2.42085 0.033 -0.010 0.015 0.4420
H 0.70048 6.21444 0.28756 0.004 0.004 -0.038 0.4208
H 4.51273 5.99490 -1.82943 -0.036 0.008 -0.018 0.4127
H 5.66381 5.42599 0.30438 -0.005 -0.007 0.037 0.4374
O -1.12379 -2.36441 7.21024 -0.030 0.030 -0.027 -0.5476
C -1.49291 -1.53824 6.40207 0.064 -0.056 0.036 0.3635
C -0.58040 -1.01849 5.35489 -0.047 0.040 -0.025 -0.3511
C -0.98544 -0.11075 4.46952 0.052 -0.003 -0.010 -0.3358
C -2.37266 0.41910 4.49357 0.009 0.022 -0.030 0.3261
O -2.74784 1.24482 3.68865 -0.007 -0.028 0.044 -0.5562
C -3.28737 -0.10086 5.54225 -0.021 -0.028 0.037 -0.3650
C -2.87970 -1.00781 6.42532 -0.051 0.030 -0.010 -0.3845
H 0.42581 -1.41824 5.35450 -0.007 -0.018 0.028 0.4313
H -0.33185 0.27952 3.69956 -0.057 0.020 -0.009 0.6599
H -4.29382 0.29846 5.54337 0.011 0.022 -0.032 0.4127
H -3.53026 -1.40011 7.19678 0.034 -0.023 0.015 0.4020
```
Forces are in eV/Å.

Computed properties:
LUMO   -1.62 eV
HOMO   -8.16 eV
Orbital gap   0.240 hartree